Here is 9 unconnected molecules or ions with the total composition C36H54O27 from the OMol25 dataset. Energies are from ωB97M-V/def2-TZVPD.

XYZ file:
```
117
Properties=species:S:1:pos:R:3:forces:R:3
C 1.31429 0.61640 -0.93836 -1.06 0.80 -0.08
O 0.40578 5.21844 -0.70129 -0.09 0.75 0.17
H -3.05331 0.44344 -0.35557 0.17 -0.14 0.75
H 5.46257 5.33037 -2.18813 0.07 0.23 -0.19
C -2.26247 3.58924 3.51154 0.59 -1.14 2.06
H -0.90404 -7.01068 -0.88087 0.10 -0.51 0.10
O 5.94858 1.46893 -2.32441 0.91 -1.89 0.05
H -2.21568 -0.89274 2.04219 0.19 -0.44 0.00
O -1.00812 1.27028 1.61710 2.27 -1.43 -1.69
H -1.16374 -4.62182 0.86596 0.24 0.23 0.18
O 7.04801 2.78366 -0.94557 1.55 -1.68 -0.08
C 6.45153 0.58250 2.82914 2.00 1.86 -0.62
H -0.35000 4.45117 2.85168 -0.04 -0.02 0.32
H -3.68296 -1.63123 4.63083 -0.14 0.53 0.16
O -3.25079 3.32180 2.53327 -1.02 -0.87 0.90
O -6.44115 1.94796 -2.25269 0.95 1.85 -0.82
O 2.40204 4.15825 -0.46879 -2.73 0.61 -2.05
O -0.78180 -3.30845 -4.13511 -2.57 -4.19 -0.63
H 5.42545 3.10138 -3.31716 -0.54 0.06 -0.34
H -4.96490 1.87562 0.23268 0.25 0.38 -0.26
C -2.22915 -6.39669 -4.84514 -1.69 -0.15 0.25
C -1.29023 2.92463 -2.18806 -0.47 0.23 0.56
H -1.12641 2.03541 -2.79679 0.35 0.07 -0.01
H -0.18097 -2.57100 -1.43417 0.16 0.19 0.84
O -6.27493 0.57378 -0.53834 -2.67 0.29 -0.38
H -4.40101 -5.01405 -4.11133 -0.47 -0.01 -0.02
H -1.98103 -6.54750 2.04812 0.47 0.57 -0.28
H -1.63487 2.71903 3.70378 -0.26 -0.33 -0.46
H -3.09134 -6.28656 -5.50287 -0.05 -0.76 -0.24
C -5.03109 1.84966 -1.98816 0.50 -0.84 1.41
H -4.42683 2.73997 -1.81401 -0.87 0.69 -0.80
H 1.76173 -1.20605 -0.14433 -0.44 -0.65 0.69
H -2.91764 -6.97993 0.63185 -0.15 0.39 -0.18
C 5.89880 3.49746 -1.32131 -0.58 0.64 2.61
H 8.42631 1.35501 3.52889 -0.47 0.07 0.39
H 5.57252 2.53931 2.91587 -0.64 0.10 -0.47
H 6.82238 2.36991 1.69979 -0.54 -0.01 -1.08
C -0.33673 4.07138 -2.52978 -2.13 -0.61 -0.59
H -4.00041 -0.70136 -1.18924 -0.52 0.28 -0.56
H -1.12329 -4.69625 -0.88719 0.43 0.13 -0.08
C -3.68088 -1.18001 3.63861 -0.21 -0.45 -1.26
O -1.93864 4.75989 1.71016 0.03 2.19 -3.97
C -1.18671 -1.07272 4.02909 -1.07 1.70 -1.24
C -3.06935 4.10104 1.49775 -0.85 -0.51 -2.63
C -5.02996 1.17818 -0.60246 0.90 -1.09 -0.10
H 8.37595 -0.36670 3.19341 -0.13 -0.04 0.21
H 4.18230 2.52277 -2.13241 0.10 -0.20 -0.19
C -0.20549 0.73700 0.83065 -1.42 2.31 0.12
H 7.06773 4.63623 -2.53356 0.00 0.34 -0.33
C -1.92749 -7.04977 1.08223 -1.39 -0.39 -0.28
H 8.45501 0.79439 1.92340 -0.53 -0.06 -0.38
C 7.05243 1.57751 -1.56587 1.76 -3.17 1.39
C 1.28176 -5.94122 0.67647 3.06 0.45 2.20
O 0.93084 3.59570 -2.12682 1.16 1.07 -0.11
H -4.45752 -5.43468 -2.38965 0.05 0.18 -0.01
H 6.80238 5.55068 -1.07592 -0.20 -0.55 0.54
O 7.85504 0.64082 -1.37350 -2.48 3.62 -0.71
C -0.84396 -6.58514 0.12083 0.01 0.07 1.42
H 6.00950 0.51492 3.82319 -0.24 -0.79 -0.17
O -3.77426 4.10855 0.47186 2.13 0.31 2.79
H -4.86546 -6.65953 -3.53648 0.33 -0.15 -0.38
C -1.39860 4.71859 2.98219 -0.84 0.05 0.74
O -0.11012 -0.53924 0.55191 0.04 -0.66 0.43
O -1.43089 -5.31993 -5.16122 1.94 2.41 0.16
H -4.38416 -0.57035 0.45186 0.42 0.46 0.45
C -2.31297 -1.40834 2.99759 -0.24 -0.08 1.83
H -1.12152 2.69198 -1.13663 -0.08 -0.24 0.03
C -4.06526 0.04013 -0.39295 1.00 -0.12 -0.46
O -2.14609 -2.83618 2.91274 -0.31 -0.23 -1.13
C 5.95000 1.88100 2.13342 0.43 -1.55 1.77
C -7.12092 1.19057 -1.42590 -2.06 -2.77 0.61
O 2.41852 -5.96455 1.17350 -3.78 -0.14 -2.07
H -0.32372 6.24270 -2.37826 0.45 0.14 0.21
C 6.33294 4.83817 -1.75420 -0.18 0.95 -1.22
O 4.93724 1.32763 1.29728 -0.44 0.49 -1.31
O 6.09592 -0.42372 1.90217 -0.40 -1.08 0.27
H -0.57676 -1.01997 -2.09944 -0.08 0.16 -0.08
H -1.68161 -0.64047 4.89877 0.42 -0.19 0.33
O 0.73296 -4.83617 0.06917 0.34 -1.30 0.23
C 1.34655 4.34376 -1.09165 2.52 -1.20 2.49
H -2.35301 3.14893 -2.27902 0.09 0.45 -0.18
C -1.06020 -3.25762 3.56829 0.60 -1.51 -0.82
O 0.61661 1.43594 0.00635 -0.64 1.28 0.84
H 2.36572 0.89869 -0.88446 0.01 -0.62 0.22
H -4.59048 1.22107 -2.76200 0.02 0.02 0.01
C -1.59244 6.06013 3.66579 0.57 -0.05 0.94
C 5.24434 2.65255 -2.34051 -0.64 1.14 -1.69
H -4.42914 -1.71979 3.05823 -0.01 -0.27 -0.09
H 0.97131 -1.78168 -2.39360 0.19 0.29 -0.01
C 0.22849 -1.57848 -1.62222 -0.05 0.31 -0.44
H -0.85096 6.78697 3.33412 -0.40 0.15 -0.39
H -2.61941 6.42531 3.65681 0.03 0.02 -0.65
C -4.20824 -5.80330 -3.38467 -0.03 0.39 0.16
H -0.48646 -0.35025 3.60980 0.12 -0.09 0.14
C 5.14011 -0.01339 1.07568 -1.53 -1.28 -1.41
O 4.51863 -0.73717 0.28447 1.77 2.76 2.37
H -1.76836 -7.38144 -4.92286 0.35 0.32 -0.19
C -2.70613 -6.05476 -3.45329 -2.44 -1.52 1.44
H -1.90677 -8.10089 1.37001 0.72 -0.20 -0.44
C -0.65835 -5.08527 0.01867 -1.77 0.67 -0.13
C 7.97772 0.59956 2.88378 0.63 -0.43 0.27
O -0.57929 -4.36120 3.47302 -0.78 0.99 0.25
O -0.55325 -2.27626 4.29288 1.03 -0.20 1.02
H -1.60283 5.51720 -1.46964 0.28 -0.27 0.94
O 0.36234 -6.93937 0.78760 1.75 0.12 -0.54
H -2.52466 -6.84100 -2.72049 0.73 0.13 0.09
H -0.39703 4.24347 -3.60442 0.54 0.10 -0.02
C -1.41613 -4.39057 -4.15537 2.84 3.20 0.54
C 0.84532 -0.73770 -0.50341 1.32 -2.55 -0.70
H -4.02333 -0.15085 3.53062 0.35 0.20 0.68
H -2.76583 3.77520 4.46030 -0.10 0.41 -0.09
O -8.29793 0.89990 -1.52076 1.93 1.03 0.26
H 5.23086 3.47230 -0.46031 0.08 0.53 0.33
O -2.10504 -4.83697 -3.07422 0.96 0.15 -1.20
H -1.40069 5.98160 4.73592 0.24 -0.39 0.17
H 0.95966 0.77508 -1.95677 -0.12 0.62 0.01
C -0.55456 5.38991 -1.73986 0.15 -1.15 -1.42
```
Forces are in eV/Å.

Results
HOMO energy   -0.3798 Eh
ΔE to the lowest compared entry with this formula, charge and spin   73.4 kcal per mole
Total charge   0
Structure (SMILES)   C[C@H]1COC(=O)O1.C[C@H]1COC(=O)O1.C[C@H]1COC(=O)O1.C[C@H]1COC(=O)O1.C[C@H]1COC(=O)O1.C[C@H]1COC(=O)O1.C[C@H]1COC(=O)O1.C[C@H]1COC(=O)O1.C[C@H]1COC(=O)O1
E_tot   -93490.066 eV
Orbital gap   10.6 eV

Here is a single C6H11N molecule from the OMol25 dataset. Energies are from ωB97M-V/def2-TZVPD.

XYZ file:
```
18
Properties=species:S:1:pos:R:3:forces:R:3
C 0.57609 -1.77543 0.28672 2.29 0.45 -1.46
H -2.78647 1.70245 -0.49814 -0.12 -0.04 0.71
H 0.54874 -2.72767 -0.18158 0.21 -1.52 0.37
C -2.01021 2.04973 -1.16459 0.35 -1.80 1.20
H 1.50360 0.24902 1.57038 0.48 0.15 0.75
C -0.41574 0.10731 -0.70157 -1.77 5.43 -0.70
H -1.42424 2.80494 -0.71200 0.53 0.84 0.73
N 1.05021 -1.78404 1.64985 1.22 -0.35 0.27
H 2.90750 -0.81880 1.71812 0.31 -0.20 -0.17
C 0.66054 -0.75058 -0.76479 0.17 -0.88 0.60
H 1.36420 -0.78197 -1.60304 -0.81 -0.77 -0.19
H -2.54560 2.47493 -1.92283 -1.17 1.16 -2.34
C -1.16976 0.91178 -1.61663 2.35 -2.75 0.97
H 1.85216 -0.57941 3.24954 0.17 0.01 -2.67
H -0.55462 0.47980 0.35785 -0.49 -0.67 -0.60
H -0.26862 -1.54031 0.95646 -1.80 0.29 0.23
H -1.17466 0.63724 -2.68559 0.17 0.18 0.59
C 1.88686 -0.65900 2.06184 -2.08 0.45 1.72
```
Forces are in eV/Å.

Results
HOMO energy   -0.2308 Eh
ΔE to the lowest compared entry with this formula, charge and spin   175.4 kcal per mole
Total charge   0
E_tot   -7882.927 eV
Orbital gap   4.9 eV